C2H8N2O2 | wB97M-V/def2-TZVPD

## Properties
energy: -9278.5478 eV
Kohn-Sham gap: 9.5915 eV
ΔE to the lowest compared entry with this formula, charge and spin: 1.363 eV
spin multiplicity: 1

Each line ends with the Löwdin charge.
Geometry (Å):
N 1.62091 0.33211 1.99814  -0.01
C 1.12199 -1.02483 1.54149  -0.16
C 0.49123 -1.02219 0.12179  -0.53
N -0.42650 -0.03916 -0.04318  0.16
O 0.68386 -1.97033 -0.60380  0.06
H 2.59462 0.30185 1.73500  0.06
H 1.02237 1.09136 1.71566  0.04
H 2.04041 -1.59398 1.53382  0.10
H 0.50402 -1.47608 2.31991  0.11
H -1.12676 0.15907 -0.73632  0.10
H -0.50480 0.63426 0.69699  0.08
H -2.79762 1.90364 -4.08846  0.04
H -2.22790 1.42805 -2.81327  0.02
O -2.99584 1.27624 -3.37777  -0.06

C2H8N2O2 | wB97M-V/def2-TZVPD

## Properties
energy: -9277.7779 eV
Kohn-Sham gap: 9.3983 eV
ΔE to the lowest compared entry with this formula, charge and spin: 2.133 eV
spin multiplicity: 1

Each line ends with the Löwdin charge.
Geometry (Å):
N -1.91197 -2.39455 -0.49749  0.00
C -1.31599 -1.09670 0.02989  -0.33
N 0.15290 -0.95498 -0.06750  -0.05
H -1.50244 -2.57441 -1.38266  0.04
H -1.96903 -3.08296 0.16551  0.01
H -1.77534 -0.22050 -0.43414  0.09
H -1.50542 -1.15948 1.20014  0.12
H 0.70384 -1.86206 -0.17652  0.09
H 0.37307 -0.25541 -0.76381  0.03
O 1.98857 2.09352 -1.09290  0.07
C 1.99743 2.42191 0.06578  -0.34
O 1.29599 3.52919 0.53782  0.04
H 2.34790 1.85469 0.97019  0.14
H 1.12049 3.70174 1.44571  0.08

C2H8N2O2 | wB97M-V/def2-TZVPD

## Properties
energy: -9279.0056 eV
Kohn-Sham gap: 10.1954 eV
ΔE to the lowest compared entry with this formula, charge and spin: 0.905 eV
spin multiplicity: 1

Each line ends with the Löwdin charge.
Geometry (Å):
N 1.26231 -0.35863 0.28738  0.00
C 1.31211 -0.13713 -1.14968  -0.20
C -0.04826 0.31653 -1.68335  -0.54
N -1.08423 -0.50329 -1.27419  0.15
O -0.18123 1.30234 -2.36142  0.07
H 0.59873 0.23416 0.75708  0.05
H 2.16660 -0.23826 0.71722  0.07
H 1.70799 -0.99111 -1.70272  0.12
H 1.99647 0.67305 -1.42768  0.11
H -1.06901 -0.77126 -0.30485  0.08
H -1.99782 -0.27379 -1.63827  0.10
H -1.07614 0.44866 2.66929  0.02
H -1.68885 0.14420 4.02680  0.04
O -1.89868 0.15452 3.08439  -0.06

C2H8N2O2 | wB97M-V/def2-TZVPD

## Properties
energy: -9278.0417 eV
Kohn-Sham gap: 10.0363 eV
ΔE to the lowest compared entry with this formula, charge and spin: 1.869 eV
spin multiplicity: 1

Each line ends with the Löwdin charge.
Geometry (Å):
N -0.36466 1.93088 -1.17994  -0.03
C -0.91624 0.79310 -1.87478  -0.39
O -0.26241 -0.47116 -1.65405  -0.06
H -0.90121 2.81948 -1.07831  0.08
H 0.52494 2.22800 -1.76484  0.12
H -2.06902 0.76769 -1.62498  0.13
H -1.01278 1.01806 -2.90912  0.08
H 0.16484 -0.39965 -0.80848  0.01
C 1.29241 -1.02279 1.96371  -0.37
N 0.28017 -1.79796 2.45213  0.08
O 1.35848 -0.87726 0.72793  -0.04
H 2.01396 -0.53725 2.65699  0.13
H -0.32929 -2.14520 1.68412  0.12
H 0.22080 -2.30595 3.40964  0.14

C2H8N2O2 | wB97M-V/def2-TZVPD

## Properties
energy: -9269.6591 eV
expectation value of S²: 0.7578
Kohn-Sham gap (alpha / beta): 9.7340 / 4.6296 eV
ΔE to the lowest compared entry with this formula, charge and spin: 0.950 eV
total charge: +1
spin multiplicity: 2

Each line ends with the Löwdin spin population.
Geometry (Å):
N 0.17276 0.40406 2.96100  0.47
C -0.01670 1.09428 1.75149  0.15
C 1.19273 0.82329 0.78070  0.05
N 0.92003 -0.04272 -0.22085  0.02
O 2.22703 1.38778 0.94534  0.22
H 0.96979 -0.22886 3.03929  0.01
H 0.13365 0.93866 3.82152  0.01
H -0.26976 2.12045 1.95912  0.01
H -0.88143 0.83111 1.10719  0.06
H 0.40836 -0.90988 -0.11251  0.00
H 1.55616 -0.05919 -1.00586  0.00
H -1.65204 -1.98211 -4.41231  0.00
H -2.28965 -2.45364 -5.69853  0.00
O -2.47091 -1.92322 -4.91559  0.00

C2H8N2P2 | wB97M-V/def2-TZVPD

## Properties
energy: -23760.0749 eV
Kohn-Sham gap: 9.8074 eV
ΔE to the lowest compared entry with this formula, charge and spin: 0.071 eV
spin multiplicity: 1

Each line ends with the Löwdin charge.
Geometry (Å):
C 1.52215 2.10186 0.09086  -0.14
C 0.98184 -1.58832 -0.08179  -0.30
N -1.08882 0.02222 0.41027  -0.59
N 1.46672 0.92424 -0.42490  -0.31
P -2.66888 0.23992 -0.31587  0.64
P 0.20059 -0.05736 -0.88741  0.75
H 2.56172 2.64377 0.21530  0.09
H 0.67956 2.62197 0.70429  0.08
H -3.46360 0.61562 0.80398  -0.14
H 1.83170 -1.77541 -0.64067  -0.03
H 0.24153 -2.42969 -0.22878  0.04
H 1.21646 -1.50333 1.03925  0.07
H -1.10643 -0.78501 1.00172  -0.02
H -3.00275 -1.10736 -0.19372  -0.14

C2H8N2S | wB97M-V/def2-TZVPD

## Properties
energy: -16018.2397 eV
Kohn-Sham gap: 8.1051 eV
ΔE to the lowest compared entry with this formula, charge and spin: 0.556 eV
spin multiplicity: 1

Each line ends with the Löwdin charge.
Geometry (Å):
C -2.54117 -1.30464 -0.23487  -0.53
S -1.15973 -0.30613 0.42701  0.46
H -2.84922 -2.01342 0.53345  0.01
H -3.30083 -0.61332 -0.54913  0.00
H -2.19908 -1.93740 -1.05296  0.01
N 1.81784 0.48572 1.19642  0.11
C 1.90359 1.02248 -0.03444  -0.29
N 1.09492 0.74290 -0.99330  0.03
H 0.95553 -0.00972 1.42646  0.00
H 2.21539 1.02328 1.94482  0.10
H 2.65646 1.78477 -0.13845  0.13
H 1.39610 1.02462 -1.91106  0.09
H 0.01021 0.10086 -0.61394  -0.10

C2H8N3 | wB97M-V/def2-TZVPD

## Properties
energy: -6663.8652 eV
Kohn-Sham gap: 10.7745 eV
ΔE to the lowest compared entry with this formula, charge and spin: 4.764 eV
total charge: +1
spin multiplicity: 1

Each line ends with the Löwdin charge.
Geometry (Å):
C 1.59272 -0.05754 0.20147  -0.06
C -1.51841 0.35032 0.78609  0.01
N 0.65667 0.57086 -0.12078  0.11
N 2.69907 -0.67761 0.44425  0.21
N -0.58453 0.88804 -0.24631  -0.05
H -1.36996 -1.16066 -2.23353  0.03
H -2.30891 -0.19193 0.31011  0.07
H -0.78761 -0.24745 1.35497  0.10
H -1.80914 1.26561 1.33518  0.11
H 3.43673 -0.22636 1.01882  0.17
H 2.70319 -1.61927 0.11912  0.13
H -0.73111 1.74629 -0.75197  0.16
H -1.97871 -0.64030 -2.21743  0.03

C2H8N3 | wB97M-V/def2-TZVPD

## Properties
energy: -6666.9779 eV
Kohn-Sham gap: 11.3005 eV
ΔE to the lowest compared entry with this formula, charge and spin: 1.651 eV
total charge: +1
spin multiplicity: 1

Each line ends with the Löwdin charge.
Geometry (Å):
C 1.37662 -0.47111 -0.62128  -0.12
C -0.60573 0.97893 -0.03166  -0.22
N 0.73545 0.69446 -0.56942  0.07
N 0.99868 -1.42772 0.17913  0.14
N -1.22646 -0.13546 0.60122  0.03
H 2.26758 -0.69227 -1.20068  0.16
H 0.03387 -1.25927 0.77207  0.17
H -0.65285 1.71878 0.70740  0.11
H -1.15759 1.57198 -0.82213  0.16
H 1.06965 1.56129 -0.96591  0.16
H 1.65006 -2.17441 0.18954  0.11
H -1.81733 -0.02043 1.40483  0.12
H -1.58579 -0.69190 -0.14254  0.10

C2H8N3 | wB97M-V/def2-TZVPD

## Properties
energy: -6662.4366 eV
Kohn-Sham gap (alpha / beta): 9.5512 / 8.8322 eV
ΔE to the lowest compared entry with this formula, charge and spin: 6.192 eV
total charge: +1
spin multiplicity: 1

Each line ends with the Löwdin charge.
Geometry (Å):
C 1.47192 -0.23283 -0.99548  -0.02
C -1.48027 0.55627 -0.25793  -0.01
N -1.06041 -0.27706 1.99664  0.23
N 0.71432 -0.53289 0.18589  0.03
N -0.51719 -0.12808 0.58118  -0.16
H 1.08681 0.71441 -1.48681  0.11
H 2.58790 -0.07380 -0.66077  0.15
H 1.53646 -1.01468 -1.71154  0.08
H -2.23492 0.01294 -0.78147  0.09
H -0.93819 1.23231 -0.96055  0.10
H -2.18424 1.13581 0.54692  0.16
H -0.23245 -0.53356 2.60888  0.08
H 1.25028 -0.85883 0.93504  0.13

C2H8N3 | wB97M-V/def2-TZVPD

## Properties
energy: -6663.8900 eV
Kohn-Sham gap: 10.0357 eV
ΔE to the lowest compared entry with this formula, charge and spin: 4.739 eV
total charge: +1
spin multiplicity: 1

Each line ends with the Löwdin charge.
Geometry (Å):
C 1.60980 -0.36209 0.05969  -0.07
C -0.76769 1.31483 -0.03022  0.10
N -1.91142 -0.67451 -0.12525  0.25
N 0.35171 -0.92775 -0.14787  0.01
N -0.81066 -0.20950 -0.00964  -0.19
H 1.56087 0.66887 -0.34588  0.09
H 1.83186 -0.36282 1.18459  0.14
H 2.40786 -0.86196 -0.43989  0.10
H -1.14641 1.80105 -0.91455  0.12
H 0.22172 1.56340 0.10425  0.04
H -1.42396 1.58194 0.78674  0.12
H -2.15973 -1.59791 -0.29486  0.10
H 0.23605 -1.93355 0.17289  0.20

C2H8N3 | wB97M-V/def2-TZVPD

## Properties
energy: -6664.6017 eV
Kohn-Sham gap: 9.8558 eV
ΔE to the lowest compared entry with this formula, charge and spin: 4.027 eV
total charge: +1
spin multiplicity: 1

Each line ends with the Löwdin charge.
Geometry (Å):
C -0.75232 0.32118 -0.85472  -0.01
C 0.83925 -0.21325 0.85525  -0.16
N -0.59680 -0.80756 2.49642  0.11
N -0.34026 0.02183 1.66710  -0.15
N 0.67785 0.33781 -0.51203  0.03
H -0.93905 0.93602 -1.78736  0.14
H -1.02555 -0.71039 -0.87599  0.10
H -1.22685 0.80201 0.05623  0.11
H 1.14856 -1.23201 1.01920  0.13
H 1.69918 0.38998 1.40925  0.19
H -1.42236 -0.37064 3.14171  0.16
H 1.00628 1.31788 -0.59091  0.20
H 1.26297 -0.14685 -1.12098  0.15